This record from OMol25 describes a structure of composition CH2CrF3O4S. The level of theory is ωB97M-V/def2-TZVPD.

```
12
Properties=species:S:1:pos:R:3
Cr -2.44078 0.30375 1.82946
O -0.43105 0.55896 1.22909
S -0.75589 0.48801 -0.27320
O -0.20424 1.55486 -1.08880
O -2.24713 0.33119 -0.26927
C -0.18833 -1.09301 -1.07994
F -0.90449 -1.31249 -2.16924
F 1.08227 -0.99162 -1.43172
F -0.34394 -2.09898 -0.23831
O 2.23390 0.41517 1.29757
H 2.63880 0.75033 0.49231
H 1.56088 1.09382 1.70204
```

Summary:
- frontier orbital gap (alpha / beta) (eV) = 6.76 / 9.85
- spin multiplicity = 6
- energy (Ha) = -2082.4639
- total charge = 0
- ΔE to the lowest compared entry with this formula, charge and spin (eV) = 0.000
- HOMO level (alpha / beta) (eV) = -7.91 / -10.70

Results of the Mulliken charge analysis, in e, for atoms 1 through 8: Cr 0.59; O -0.79; S 1.61; O -0.59; O -0.85; C 0.68; F -0.21; F -0.20


This record from OMol25 describes the ion C4H8BrN2O with charge +1. The level of theory is ωB97M-V/def2-TZVPD.

```
16
Properties=species:S:1:pos:R:3
C -0.47621 0.12097 -0.85960
C 0.24319 2.03764 0.86609
C 0.61883 -0.15270 0.14241
C -0.75378 -0.94071 -1.79595
N -1.13890 1.18767 -0.78872
N 0.29551 -0.97794 1.39301
O -0.97299 1.82844 0.39702
Br 2.36384 -0.54639 -0.58801
H 0.34491 2.16566 1.99090
H 1.12144 2.43037 0.24332
H -1.45268 -0.68022 -2.56331
H -0.97012 -1.74509 -1.18863
H 0.06875 -1.25782 -2.39077
H 1.23843 -1.24497 1.80929
H -0.34563 -1.87707 1.38133
H -0.18458 -0.34784 1.95161
```

Summary:
- frontier orbital gap (alpha / beta) (eV) = 8.49 / 8.49
- spin multiplicity = 1
- energy (Ha) = -2915.5240
- total charge = +1
- ΔE to the lowest compared entry with this formula, charge and spin (eV) = 4.167
- HOMO level (alpha / beta) (eV) = -12.87 / -12.87

Results of the Mulliken charge analysis, in e, for atoms 1 through 8: C 1.05; C -0.20; C -0.53; C -1.34; N -0.58; N -0.24; O -0.09; Br -0.02


This record from OMol25 describes the ion C6H10N3O2 with charge +1. The level of theory is ωB97M-V/def2-TZVPD.

```
21
Properties=species:S:1:pos:R:3
C 0.66652 2.78570 0.14001
C 0.78457 1.70683 0.91046
C -0.95897 -1.32753 0.75148
C -0.39340 2.62538 -0.82342
C 0.47534 -2.67031 -0.26559
C 0.94416 -1.24557 -0.62533
N -0.81518 -2.57907 0.40161
N 0.04041 -0.55120 0.33492
N -0.25319 0.78196 0.52281
O -1.91802 -0.76376 1.32852
O -0.79167 1.25462 -0.68677
H 1.20203 3.62989 0.38256
H 1.43263 1.64934 1.72335
H -1.35036 3.18899 -0.66774
H -0.13040 2.73602 -1.93641
H 0.38666 -3.24758 -1.17959
H 1.21365 -3.10048 0.29824
H 2.02626 -1.08199 -0.56353
H 0.61532 -0.81315 -1.64452
H -1.48324 -3.31453 0.41716
H -1.69312 0.33645 1.18181
```

Summary:
- frontier orbital gap (alpha / beta) (eV) = 6.52 / 8.25
- spin multiplicity = 3
- energy (Ha) = -548.8561
- total charge = +1
- ΔE to the lowest compared entry with this formula, charge and spin (eV) = 2.296
- HOMO level (alpha / beta) (eV) = -9.13 / -14.36

Results of the Mulliken charge analysis, in e, for atoms 1 through 8: C -0.60; C -0.46; C 0.43; C -0.19; C -0.56; C -0.44; N -0.08; N 0.13


This record from OMol25 describes the molecule C4H3Br2NO2S. The level of theory is ωB97M-V/def2-TZVPD.

```
13
Properties=species:S:1:pos:R:3
C 0.43714 0.13498 0.19485
C -0.42276 -0.57463 -0.50572
C -0.21200 1.15459 1.12972
C -2.38960 -0.22823 0.45918
N -2.71161 -1.65364 0.67093
O -1.99901 -2.29204 1.37997
O -3.63409 -2.11851 0.07154
S -1.73613 0.66536 1.87423
Br -0.54340 2.82243 0.04934
Br -3.79914 0.68707 -0.67028
H 1.53701 0.22076 0.22102
H -0.47571 -1.15191 -1.37112
H 0.38080 1.33810 2.05950
```

Summary:
- frontier orbital gap (eV) = 8.61
- spin multiplicity = 1
- energy (Ha) = -5905.4392
- total charge = 0
- ΔE to the lowest compared entry with this formula, charge and spin (eV) = 3.449
- HOMO level (eV) = -9.67

Results of the Mulliken charge analysis, in e, for atoms 1 through 8: C -0.16; C -0.48; C -0.32; C -0.01; N 0.94; O -0.54; O -0.55; S -0.01


This record from OMol25 describes a structure of composition C10H19BCl12I2NO3P. The level of theory is ωB97M-V/def2-TZVPD.

```
49
Properties=species:S:1:pos:R:3
C 1.68315 1.38742 0.55292
C 0.91973 0.08922 0.37200
O 1.69998 -0.79614 -0.41295
C 1.31940 -2.15505 -0.21707
B -0.04929 -2.46422 -0.95850
C -0.12943 -2.18585 -2.50245
I 0.99971 -3.79706 -3.36027
C -1.52478 -1.96633 -3.09284
C -1.74606 -2.35332 -4.53825
I -1.85735 0.18175 -2.97107
P -1.53182 -3.14900 0.04698
N -2.68760 -2.10063 0.15942
O -1.02924 -3.61144 1.48860
O -2.03714 -4.54493 -0.57085
H 1.50086 2.02054 -0.30488
H 2.73473 1.17659 0.66647
H 1.28891 1.91600 1.40776
H -0.02154 0.32382 -0.12590
H 0.73605 -0.33467 1.35413
H 2.10242 -2.78096 -0.62941
H 1.26752 -2.40579 0.83929
H 0.45273 -1.29285 -2.66255
H -2.31061 -2.38044 -2.48171
H -1.18213 -1.71352 -5.20059
H -2.78898 -2.16999 -4.76610
H -1.56853 -3.40061 -4.72445
H -2.44207 -1.25816 -0.35800
H -1.50838 -4.41528 1.76496
H -2.69247 -4.33445 -1.25830
C 2.13778 2.40364 4.69268
Cl 1.41873 4.01028 4.88271
Cl 0.89710 1.22133 4.27793
Cl 3.42682 2.43284 3.49521
H 2.56564 2.11809 5.64322
C -0.05454 7.49047 4.69437
Cl -1.02571 7.28584 3.23860
Cl 1.14677 8.76497 4.47280
Cl -1.07334 7.82023 6.09449
H 0.47094 6.56343 4.87713
C -3.22471 -6.67383 -5.17832
Cl -3.21700 -7.97206 -3.98742
Cl -3.75580 -5.15714 -4.44437
Cl -1.63466 -6.48394 -5.91652
H -3.92714 -6.93359 -5.95764
C 3.18915 6.33745 2.41193
Cl 2.23338 5.45074 1.22364
Cl 4.64950 5.44148 2.83009
Cl 3.58569 7.95064 1.82483
H 2.59361 6.44444 3.30825
```

Summary:
- frontier orbital gap (eV) = 8.47
- spin multiplicity = 1
- energy (Ha) = -7156.8058
- total charge = 0
- HOMO level (eV) = -9.21

Results of the Mulliken charge analysis, in e, for atoms 1 through 8: C -1.21; C 0.25; O -0.42; C -0.55; B -0.05; C -0.59; I 0.05; C 0.09


This record from OMol25 describes a structure of composition C3BrClF3O2. The level of theory is ωB97M-V/def2-TZVPD.

```
10
Properties=species:S:1:pos:R:3
C -1.41775 -1.76717 0.41028
C -1.02124 -0.10472 -0.00600
C 1.80777 0.96543 -0.31677
O -0.99936 -1.97770 1.53676
O -2.08939 -2.26211 -0.48870
F 1.94350 1.73368 0.80849
F 1.68691 1.82840 -1.31028
F 2.99502 0.19840 -0.38434
Cl -1.31647 0.76278 1.36282
Br -1.58897 0.62301 -1.61224
```

Summary:
- frontier orbital gap (alpha / beta) (eV) = 8.16 / 6.07
- spin multiplicity = 1
- energy (Ha) = -3598.5518
- total charge = -1
- HOMO level (alpha / beta) (eV) = -5.06 / -3.99

Results of the Mulliken charge analysis, in e, for atoms 1 through 8: C 0.67; C -0.05; C 0.43; O -0.62; O -0.63; F -0.20; F -0.18; F -0.24


This record from OMol25 describes a structure of composition C10H13Cl8IrN3Si. The level of theory is ωB97M-V/def2-TZVPD.

```
36
Properties=species:S:1:pos:R:3
Ir 0.68753 0.11916 0.13290
N 0.80897 -0.38039 -1.88423
C 0.79324 -1.88144 -1.87470
C -0.49520 -2.31689 -1.21830
N -0.66008 -1.59123 0.07974
C -0.54655 -2.35843 1.35561
C 0.78089 -2.11708 2.01926
N 0.93943 -0.64163 2.15082
H 0.01984 -0.00383 -2.40905
H 1.65342 -0.02156 -2.32702
H 1.65837 -2.20209 -1.30377
H 0.88497 -2.29390 -2.87925
H -0.55223 -3.39708 -1.08915
H -1.32249 -2.02767 -1.84876
H -1.58105 -1.15657 0.06379
H -0.70770 -3.42189 1.18094
H -1.35437 -2.01015 2.00219
H 1.60048 -2.48072 1.40427
H 0.84068 -2.61878 2.98462
H 1.83336 -0.39056 2.57245
H 0.22261 -0.25823 2.76601
Cl 3.65673 -1.38031 -0.03264
Si 3.07838 0.56918 -0.05763
Cl 3.96085 1.47535 1.50746
Cl 3.54240 1.42391 -1.80722
Cl 1.01745 2.46609 1.40116
C -0.52770 2.60083 0.61728
C -0.78972 1.48445 -0.16330
C -1.93579 1.54928 -0.96275
Cl -2.38288 0.31336 -2.08929
C -2.77953 2.66590 -0.87978
Cl -4.19152 2.71054 -1.83072
C -2.48133 3.74482 -0.04491
Cl -3.50818 5.09821 0.02075
C -1.32003 3.72338 0.71637
Cl -0.84327 5.00595 1.72685
```

Summary:
- frontier orbital gap (alpha / beta) (eV) = 6.77 / 5.89
- spin multiplicity = 2
- energy (Ha) = -4628.0421
- total charge = +2
- ΔE to the lowest compared entry with this formula, charge and spin (eV) = 1.746
- HOMO level (alpha / beta) (eV) = -14.98 / -15.00

Results of the Mulliken charge analysis, in e, for atoms 1 through 8: Ir 0.68; N -0.36; C -0.55; C -0.52; N -0.36; C -0.63; C -0.66; N -0.45


This record from OMol25 describes a structure of composition C11H23ClINO2PTi. The level of theory is ωB97M-V/def2-TZVPD.

```
41
Properties=species:S:1:pos:R:3
C -2.23914 -2.36987 1.75040
I 0.26609 -2.73670 2.71274
H -1.36916 -2.34896 1.00568
H -2.87270 -1.60783 1.29103
H -2.73349 -3.33960 1.68579
Ti 0.05162 -0.49600 -1.79658
P -0.38032 -3.10712 -1.39714
C -0.59165 -4.51820 -0.19926
C -1.79278 -3.61142 -2.46693
H 1.16990 -3.16575 -3.28564
H 0.78735 -4.83353 -2.67286
H 1.92962 -3.77142 -1.75924
C 1.02524 -3.79094 -2.39006
H -1.81508 -2.95155 -3.33795
H -1.63513 -4.66324 -2.74896
H -0.91036 -5.45131 -0.70800
H -1.38357 -4.28524 0.52069
H -2.69967 -3.50981 -1.85855
H 0.34201 -4.68790 0.35859
C -1.75800 -2.02368 3.08882
O -2.14376 -1.43406 4.04781
Cl -0.20922 -0.28920 -4.01097
O -0.11586 0.99460 -0.52106
C 0.12485 2.18855 -0.12164
C -0.29094 2.88521 1.19919
C 0.84879 3.28381 2.17373
C 1.63996 4.54545 1.79149
C 2.30424 4.40802 0.42066
C 1.27342 4.35317 -0.71571
N 0.73107 3.00660 -0.99625
H -0.81503 3.83738 0.94074
H -0.97071 2.21553 1.73810
H 0.40768 3.47671 3.16357
H 1.53894 2.44279 2.32932
H 0.98297 5.43148 1.79986
H 2.43681 4.71219 2.53100
H 2.91492 5.30325 0.22786
H 2.93766 3.50393 0.37363
H 0.45388 5.06775 -0.56212
H 1.77812 4.68062 -1.63674
H 0.78146 2.65630 -1.96502
```

Summary:
- frontier orbital gap (alpha / beta) (eV) = 5.14 / 5.45
- spin multiplicity = 2
- energy (Ha) = -2586.3113
- total charge = +2
- ΔE to the lowest compared entry with this formula, charge and spin (eV) = 0.443
- HOMO level (alpha / beta) (eV) = -14.47 / -14.47

Results of the Mulliken charge analysis, in e, for atoms 1 through 8: C -0.50; I -0.08; H -0.17; H 0.35; H 0.40; Ti 0.91; P 1.02; C -0.90